ORCA calculation (ωB97M-V/def2-TZVPD) on a molecular structure, CH3Cl2OSn at a distorted geometry.

## Properties
- energy above the lowest of the compared OMol25 structures with the same formula, charge and spin (kJ/mol) = 0.0
- E_HOMO (alpha / beta) (eV) = -16.5121 / -16.5117
- orbital gap (alpha / beta) (eV) = 2.9 / 2.8

ORCA input file:
```
! RIJCOSX wB97M-V def2-TZVPD def2/J DEFGRID3
* xyz 2 2
Sn 2.618 1.735 2.555
O 2.544 0.353 -0.055
H 1.699 -0.021 -0.370
C -1.324 -0.442 -0.299
Cl -3.076 -0.613 -0.598
Cl -0.353 -0.328 -1.852
H -1.157 0.504 0.216
H -0.951 -1.189 0.401
*
```

ORCA calculation (ωB97M-V/def2-TZVPD) on 21 unconnected molecules or ions with the total composition H43O21 at a distorted geometry.

## Properties
- energy above the lowest of the compared OMol25 structures with the same formula, charge and spin (kJ/mol) = 612.7
- E_HOMO (eV) = -12.9012
- orbital gap (eV) = 10.0

ORCA input file:
```
! RIJCOSX wB97M-V def2-TZVPD def2/J DEFGRID3
* xyz 1 1
O -2.574 -1.271 0.835
H 0.349 -2.496 -0.377
H 1.945 5.052 0.056
O -0.537 0.923 0.938
H -0.608 1.554 0.281
H 1.047 4.806 2.728
O 2.108 -1.405 -0.143
H 2.180 -0.430 0.058
H -2.251 0.434 4.512
O -4.463 0.006 -0.734
H -2.678 0.855 3.149
H -0.713 -1.596 -1.987
O 4.060 -2.062 -1.475
H 1.115 1.251 -2.127
H 3.945 -1.290 -2.010
O -2.445 0.069 3.634
H 0.501 -1.211 0.888
H 0.556 0.165 3.404
O -2.653 -3.385 -0.887
H 4.976 -2.190 -1.428
H -2.364 -3.173 -0.009
O 1.419 3.841 2.582
H -2.341 -1.061 1.698
H 1.452 -4.208 -2.261
O 0.009 2.010 3.893
H 2.428 -1.469 -3.023
H 0.624 2.754 3.389
O 1.847 1.697 -1.646
H 0.579 -2.735 1.266
H 1.463 2.560 -1.647
O -1.254 -0.299 -3.257
H -0.767 -0.545 -4.096
H -0.650 -3.017 -2.115
O -2.444 -2.581 3.047
H -2.769 -1.678 3.288
H -2.438 -2.916 3.939
O 2.680 -0.795 -3.694
H 0.156 2.045 4.845
H 1.823 -0.381 -3.714
O 0.565 -0.641 2.816
H -0.401 -0.619 2.328
H 0.937 3.525 1.796
O 1.207 4.520 -0.103
H 3.518 2.023 1.933
H 0.120 1.299 1.522
O -1.651 2.091 -0.941
H -1.369 0.669 -3.184
O 0.542 2.354 -4.023
H 1.477 2.628 -4.050
H 0.206 2.932 -4.767
O 3.978 1.140 2.045
H 3.819 0.868 2.955
H -3.242 -0.921 0.304
O -0.071 -2.282 -1.871
H -5.009 0.564 -1.268
H -3.284 -2.730 -1.176
O 1.291 -5.033 -1.864
H 0.420 -5.306 -2.071
H -4.908 -0.187 0.069
O 0.094 -2.164 0.558
H 2.160 -1.333 -1.131
H 0.588 4.626 -0.807
H -2.100 1.416 -0.390
H -2.198 2.731 -0.479
*
```

ORCA calculation (ωB97M-V/def2-TZVPD) on 14 unconnected molecules or ions with the total composition C84H210N14O28 at a distorted geometry.

## Properties
- energy above the lowest of the compared OMol25 structures with the same formula, charge and spin (kJ/mol) = 541.8
- E_HOMO (eV) = -8.3529
- orbital gap (eV) = 8.8

ORCA input file:
```
! RIJCOSX wB97M-V def2-TZVPD def2/J DEFGRID3
* xyz 0 1
C -1.252 11.783 -18.226
O -0.956 10.697 -17.321
C -1.280 9.391 -17.856
C -2.804 9.120 -17.921
N -3.063 7.697 -18.199
C -4.457 7.453 -18.581
C -4.636 6.008 -19.087
O -4.363 5.096 -18.042
C -4.309 3.729 -18.499
H -0.885 12.717 -17.801
H -2.329 11.933 -18.304
H -0.793 11.762 -19.214
H -0.748 8.743 -17.161
H -0.789 9.137 -18.795
H -3.307 9.777 -18.631
H -3.251 9.361 -16.956
H -2.750 7.150 -17.410
H -4.732 8.191 -19.335
H -5.068 7.611 -17.693
H -3.911 5.912 -19.895
H -5.602 5.897 -19.580
H -3.499 3.457 -19.177
H -5.216 3.400 -19.006
H -4.238 3.102 -17.611
C 8.659 9.348 -25.454
O 7.913 8.851 -24.309
C 7.178 9.852 -23.653
C 6.375 9.040 -22.536
N 5.285 8.310 -23.118
C 4.716 7.365 -22.067
C 4.002 6.177 -22.743
O 5.007 5.420 -23.414
C 4.477 4.241 -24.014
H 8.063 9.790 -26.253
H 9.119 8.477 -25.921
H 9.401 10.033 -25.045
H 6.497 10.259 -24.400
H 7.782 10.646 -23.214
H 5.970 9.749 -21.814
H 7.053 8.349 -22.034
H 5.664 7.740 -23.862
H 3.971 7.910 -21.488
H 5.428 7.022 -21.316
H 3.139 6.438 -23.356
H 3.590 5.618 -21.903
H 3.683 4.431 -24.735
H 3.968 3.596 -23.297
H 5.246 3.755 -24.613
C 3.582 3.903 -16.725
O 4.702 4.659 -17.132
C 4.992 4.314 -18.511
C 6.209 5.119 -18.957
N 5.876 6.499 -18.914
C 7.106 7.267 -18.962
C 6.821 8.767 -18.893
O 6.169 8.931 -17.655
C 5.956 10.314 -17.325
H 2.683 3.973 -17.336
H 3.253 4.262 -15.750
H 3.961 2.887 -16.613
H 4.213 4.580 -19.225
H 5.086 3.237 -18.647
H 6.637 4.809 -19.911
H 6.979 4.916 -18.213
H 5.445 6.793 -18.049
H 7.563 7.172 -19.947
H 7.740 7.010 -18.113
H 6.081 9.070 -19.634
H 7.673 9.437 -19.004
H 5.280 10.311 -16.469
H 5.530 10.990 -18.066
H 6.860 10.837 -17.013
C 3.047 11.309 -20.334
O 2.789 11.220 -18.952
C 2.611 12.478 -18.336
C 2.237 12.210 -16.889
N 2.281 13.462 -16.139
C 1.281 13.577 -15.034
C 1.664 12.706 -13.859
O 0.593 12.694 -12.881
C 0.526 11.513 -12.101
H 3.712 12.137 -20.582
H 2.110 11.313 -20.890
H 3.548 10.390 -20.638
H 1.776 12.943 -18.859
H 3.477 13.134 -18.426
H 2.872 11.481 -16.386
H 1.266 11.716 -16.865
H 2.213 14.231 -16.790
H 0.263 13.318 -15.325
H 1.284 14.596 -14.646
H 2.599 13.016 -13.391
H 1.787 11.718 -14.303
H -0.191 11.534 -11.280
H 1.546 11.268 -11.805
H 0.206 10.675 -12.720
C -5.310 1.599 -8.072
O -5.048 0.375 -8.706
C -5.779 0.106 -9.863
C -5.599 1.172 -11.016
N -4.268 1.262 -11.679
C -3.209 1.210 -10.685
C -1.897 1.728 -11.231
O -2.107 2.900 -12.023
C -1.024 3.782 -12.351
H -6.362 1.595 -7.787
H -5.098 2.486 -8.669
H -4.762 1.570 -7.130
H -6.780 0.209 -9.445
H -5.690 -0.928 -10.196
H -5.804 2.160 -10.606
H -6.358 1.033 -11.787
H -4.215 2.101 -12.240
H -3.078 0.237 -10.213
H -3.453 1.855 -9.841
H -1.375 1.013 -11.867
H -1.250 1.982 -10.392
H -0.709 4.170 -11.382
H -1.337 4.586 -13.018
H -0.189 3.199 -12.738
C 8.280 11.466 -13.782
O 7.525 10.407 -14.325
C 7.864 9.142 -13.824
C 6.992 8.167 -14.725
N 7.262 6.872 -14.228
C 6.619 5.935 -15.133
C 7.079 4.470 -14.849
O 8.480 4.464 -14.936
C 8.971 3.164 -14.775
H 9.313 11.350 -14.109
H 8.252 11.692 -12.716
H 8.030 12.351 -14.367
H 7.560 9.130 -12.777
H 8.943 9.018 -13.918
H 7.396 8.261 -15.733
H 5.932 8.405 -14.805
H 8.256 6.698 -14.259
H 6.833 6.148 -16.180
H 5.537 6.044 -15.051
H 6.521 3.863 -15.562
H 6.702 4.213 -13.859
H 10.059 3.229 -14.769
H 8.632 2.479 -15.552
H 8.695 2.645 -13.856
C -8.908 2.694 -10.092
O -8.927 4.093 -9.709
C -7.700 4.609 -9.148
C -7.856 6.063 -8.706
N -6.569 6.552 -8.136
C -6.777 7.911 -7.812
C -5.449 8.542 -7.366
O -4.532 8.507 -8.518
C -3.258 8.830 -8.035
H -9.918 2.405 -10.383
H -8.605 2.058 -9.260
H -8.284 2.554 -10.975
H -7.047 4.414 -9.999
H -7.286 4.013 -8.335
H -8.587 5.997 -7.901
H -8.191 6.754 -9.480
H -5.876 6.383 -8.852
H -7.467 7.941 -6.968
H -7.106 8.569 -8.616
H -5.018 8.069 -6.484
H -5.636 9.595 -7.157
H -3.032 8.275 -7.124
H -3.176 9.914 -7.966
H -2.500 8.708 -8.808
C -3.190 16.222 -18.352
O -2.654 16.188 -17.002
C -2.172 14.909 -16.439
C -2.096 15.018 -14.894
N -2.834 13.992 -14.225
C -2.579 12.589 -14.591
C -3.106 11.623 -13.478
O -2.780 11.987 -12.130
C -3.062 10.914 -11.256
H -2.450 15.798 -19.030
H -3.488 17.212 -18.697
H -4.119 15.659 -18.443
H -1.237 14.626 -16.923
H -2.850 14.153 -16.835
H -2.471 15.993 -14.583
H -1.060 15.030 -14.553
H -2.642 14.006 -13.234
H -1.585 12.179 -14.773
H -3.085 12.272 -15.503
H -2.624 10.656 -13.624
H -4.159 11.462 -13.710
H -2.650 11.064 -10.258
H -2.714 9.946 -11.618
H -4.144 10.911 -11.122
C -1.016 8.361 -14.384
O -1.180 7.569 -13.236
C -0.126 7.514 -12.227
C 1.094 6.798 -12.701
N 1.951 7.646 -13.531
C 3.059 6.873 -14.178
C 3.340 7.720 -15.455
O 2.303 7.656 -16.433
C 2.583 8.256 -17.674
H -2.006 8.481 -14.823
H -0.420 7.944 -15.196
H -0.581 9.329 -14.136
H -0.574 6.823 -11.513
H -0.018 8.513 -11.805
H 0.837 5.808 -13.078
H 1.726 6.696 -11.818
H 1.363 8.035 -14.254
H 2.782 5.854 -14.446
H 3.990 6.830 -13.612
H 4.188 7.281 -15.981
H 3.445 8.778 -15.219
H 3.196 7.683 -18.369
H 3.084 9.205 -17.484
H 1.677 8.515 -18.222
C 1.217 12.485 -8.725
O 0.701 11.198 -8.545
C 1.598 10.130 -8.867
C 0.836 8.847 -8.454
N 1.708 7.687 -8.408
C 1.049 6.399 -8.779
C 1.889 5.278 -8.189
O 1.721 4.089 -8.966
C 2.517 2.985 -8.538
H 1.838 12.775 -7.877
H 0.382 13.179 -8.815
H 1.821 12.586 -9.626
H 2.541 10.200 -8.325
H 1.693 10.129 -9.953
H -0.042 8.660 -9.072
H 0.456 8.989 -7.443
H 2.257 7.623 -7.563
H 0.916 6.345 -9.859
H 0.057 6.332 -8.333
H 1.568 5.149 -7.155
H 2.961 5.470 -8.158
H 2.167 2.549 -7.603
H 3.542 3.334 -8.417
H 2.613 2.200 -9.289
C 6.406 3.336 -9.786
O 7.173 4.421 -10.289
C 6.331 5.350 -10.989
C 5.245 5.955 -10.081
N 4.330 6.971 -10.632
C 5.007 8.305 -10.761
C 4.101 9.361 -11.480
O 4.295 10.690 -11.099
C 5.513 11.210 -11.576
H 5.915 2.797 -10.596
H 5.662 3.680 -9.068
H 6.968 2.596 -9.217
H 5.779 4.951 -11.840
H 7.015 6.134 -11.316
H 5.689 6.340 -9.164
H 4.613 5.149 -9.709
H 3.554 7.064 -9.992
H 5.845 8.060 -11.414
H 5.365 8.705 -9.812
H 3.075 9.089 -11.229
H 4.089 9.275 -12.566
H 5.558 11.242 -12.664
H 6.422 10.651 -11.355
H 5.830 12.215 -11.295
C -3.245 5.655 -15.133
O -2.334 5.883 -16.219
C -1.051 5.328 -16.223
C -0.260 5.580 -17.536
N -0.994 5.059 -18.713
C -0.736 5.760 -20.006
C 0.727 6.096 -20.347
O 0.852 6.622 -21.650
C 0.364 7.968 -21.760
H -4.179 6.086 -15.494
H -2.936 6.025 -14.156
H -3.335 4.575 -15.019
H -1.114 4.258 -16.025
H -0.511 5.700 -15.352
H 0.745 5.173 -17.428
H -0.042 6.639 -17.674
H -1.919 5.173 -18.322
H -1.370 6.646 -20.006
H -1.169 5.023 -20.682
H 1.230 5.130 -20.397
H 1.258 6.721 -19.629
H 0.259 8.286 -22.797
H 1.055 8.637 -21.248
H -0.660 7.922 -21.392
C 3.206 2.958 -12.963
O 2.428 1.970 -13.609
C 1.703 1.167 -12.631
C 2.260 -0.207 -12.475
N 3.662 -0.183 -12.072
C 4.418 -1.455 -12.133
C 5.826 -1.550 -11.473
O 6.598 -0.468 -11.937
C 7.931 -0.471 -11.381
H 2.569 3.789 -12.663
H 3.970 3.337 -13.642
H 3.722 2.596 -12.073
H 0.680 1.035 -12.983
H 1.594 1.632 -11.651
H 2.280 -0.742 -13.425
H 1.682 -0.840 -11.802
H 4.075 0.548 -12.633
H 4.546 -1.726 -13.180
H 3.780 -2.246 -11.736
H 6.366 -2.469 -11.701
H 5.727 -1.449 -10.392
H 7.805 -0.374 -10.303
H 8.501 0.433 -11.597
H 8.465 -1.394 -11.607
C -1.319 3.999 -7.396
O -1.615 4.322 -8.718
C -2.825 5.061 -8.785
C -3.253 5.440 -10.212
N -4.416 6.348 -10.256
C -4.602 6.702 -11.654
C -5.847 7.639 -11.816
O -6.302 7.797 -13.134
C -5.424 8.534 -14.009
H -0.763 3.062 -7.434
H -2.237 3.900 -6.817
H -0.724 4.776 -6.917
H -2.778 5.909 -8.102
H -3.593 4.423 -8.348
H -3.493 4.530 -10.762
H -2.509 6.018 -10.759
H -4.222 7.175 -9.710
H -4.812 5.785 -12.205
H -3.730 7.256 -11.999
H -5.724 8.612 -11.341
H -6.657 7.155 -11.271
H -5.571 8.436 -15.085
H -4.430 8.149 -13.781
H -5.530 9.568 -13.679
*
```

ORCA calculation (ωB97M-V/def2-TZVPD) on 2 unconnected molecules or ions with the total composition CH5NO at a distorted geometry.

## Properties
- energy above the lowest of the compared OMol25 structures with the same formula, charge and spin (kJ/mol) = 0.0
- E_HOMO (alpha / beta) (eV) = -10.1820 / -10.0296
- orbital gap (alpha / beta) (eV) = 11.3 / 8.7

ORCA input file:
```
! RIJCOSX wB97M-V def2-TZVPD def2/J DEFGRID3
* xyz 0 3
C -1.011 0.542 0.519
N 1.630 -0.826 -1.109
O 0.260 0.288 0.808
H -1.577 -0.259 0.936
H -1.246 0.850 -0.515
H -1.293 1.446 1.230
H 2.188 -1.523 -0.597
H 2.138 0.162 -1.193
*
```

ORCA calculation (ωB97M-V/def2-TZVPD) on a molecular structure, C18H48CdN4O7Tl at a distorted geometry.

## Properties
- energy above the lowest of the compared OMol25 structures with the same formula, charge and spin (kJ/mol) = 45.3
- E_HOMO (eV) = -15.1639
- orbital gap (eV) = 1.4

ORCA input file:
```
! RIJCOSX wB97M-V def2-TZVPD def2/J DEFGRID3
* xyz 3 1
Cd -3.106 1.160 0.570
Tl 2.714 3.767 0.918
C -4.026 6.665 -0.639
C -2.776 6.159 -0.168
O -2.080 6.786 0.700
O -2.435 4.963 -0.427
H -3.710 7.198 -1.536
H -4.418 7.309 0.148
H -4.729 5.946 -1.059
O 0.070 0.164 0.631
H 0.531 -0.483 1.200
C 2.194 8.349 -4.677
C 1.635 7.136 -3.993
C 2.276 5.871 -4.509
O 1.744 4.687 -3.876
C 0.632 4.076 -4.440
N 2.012 7.292 -2.628
H 1.671 8.377 -5.633
H 3.245 8.161 -4.891
H 2.089 9.272 -4.106
H 0.555 6.996 -4.028
H 3.313 5.920 -4.178
H 2.237 5.879 -5.598
H 0.331 3.211 -3.849
H 0.917 3.746 -5.439
H -0.168 4.801 -4.585
H 1.573 8.184 -2.451
H 2.979 7.558 -2.746
C 6.779 -0.631 0.852
C 5.302 -1.129 0.704
C 4.521 -1.254 2.054
O 4.304 -0.060 2.811
C 4.008 -0.317 4.197
N 4.629 -0.237 -0.249
H 7.294 -1.160 1.653
H 6.873 0.426 1.100
H 7.406 -0.673 -0.039
H 5.341 -2.111 0.232
H 5.087 -2.008 2.601
H 3.614 -1.797 1.791
H 3.279 -1.111 4.355
H 3.691 0.576 4.736
H 4.915 -0.720 4.647
H 3.804 -0.711 -0.587
H 5.259 -0.296 -1.036
C -6.006 -3.658 1.149
C -5.716 -2.946 2.481
C -5.807 -3.756 3.843
O -5.399 -3.009 5.002
C -5.149 -3.789 6.172
N -4.400 -2.370 2.481
H -5.198 -4.167 0.625
H -6.376 -2.945 0.412
H -6.747 -4.441 1.307
H -6.503 -2.192 2.510
H -5.238 -4.682 3.764
H -6.833 -4.095 3.985
H -6.039 -3.836 6.799
H -4.403 -3.211 6.718
H -4.743 -4.782 5.982
H -3.652 -3.034 2.344
H -4.382 -2.160 3.469
C 0.113 -5.661 -3.102
C -0.171 -4.694 -1.942
C 0.249 -5.425 -0.663
O -0.429 -4.925 0.457
C 0.014 -5.481 1.645
N 0.580 -3.494 -2.130
H 1.111 -6.079 -3.231
H -0.281 -5.273 -4.041
H -0.511 -6.544 -2.968
H -1.229 -4.435 -1.972
H 1.327 -5.425 -0.503
H -0.091 -6.447 -0.834
H 0.075 -6.567 1.572
H -0.753 -5.255 2.386
H 0.971 -5.164 2.059
H 0.025 -3.123 -2.889
H 0.215 -2.870 -1.425
*
```